Entry 1:
Computed, not measured: 10 unconnected molecules or ions with the total composition C48H80BF6N14O10P in a non-equilibrium geometry, with ωB97M-V/def2-TZVPD.

Each line ends with the Mulliken charge.
Element x y z (Å)
O  -1.632  -0.684  1.601  -0.43
C  -0.996  -0.523  0.591  0.04
O  0.075  0.222  0.453  -0.24
B  0.528  0.217  -0.962  0.03
O  -0.414  -0.636  -1.649  -0.04
C  -1.312  -1.102  -0.808  0.80
O  -2.262  -1.789  -1.052  -0.61
O  1.899  -0.422  -0.944  0.05
C  2.799  0.511  -1.169  0.22
O  3.990  0.382  -1.261  -0.55
C  2.073  1.810  -1.493  0.37
O  0.757  1.558  -1.510  -0.06
O  2.535  2.903  -1.677  -0.33
C  5.739  3.353  -1.595  -0.39
C  5.438  4.346  -2.722  -0.55
N  4.983  5.639  -2.185  0.20
C  5.287  6.915  -2.646  -0.48
C  4.638  7.818  -1.869  -0.31
N  4.132  7.115  -0.797  0.22
C  4.301  5.823  -1.047  -0.25
C  3.425  7.626  0.367  -0.66
H  6.131  2.457  -2.077  0.37
H  4.776  3.098  -1.159  -0.44
H  6.415  3.667  -0.803  0.50
H  4.631  3.997  -3.365  0.18
H  6.315  4.454  -3.357  0.49
H  5.712  7.039  -3.629  0.42
H  4.447  8.862  -2.050  0.46
H  3.973  5.070  -0.351  0.42
H  2.796  6.861  0.814  0.05
H  2.707  8.407  0.125  0.37
H  4.164  7.935  1.102  0.37
C  2.291  2.089  5.433  -0.76
C  3.335  0.979  5.362  -0.77
N  3.801  0.733  4.005  0.24
C  3.507  -0.328  3.220  -0.75
C  4.090  -0.149  2.018  -0.55
N  4.875  0.959  2.142  0.36
C  4.600  1.589  3.303  -0.29
C  5.774  1.544  1.161  -0.90
H  1.377  1.793  4.898  -0.02
H  2.579  2.987  4.890  0.34
H  1.958  2.214  6.460  0.44
H  3.134  0.043  5.883  0.47
H  4.147  1.331  6.007  0.32
H  2.911  -1.161  3.554  0.64
H  4.000  -0.785  1.149  0.67
H  4.872  2.585  3.600  0.45
H  6.680  1.935  1.610  0.42
H  5.183  2.358  0.738  0.29
H  5.882  0.793  0.381  0.38
C  -1.050  -4.247  -4.825  -0.92
C  -2.191  -3.342  -4.395  0.00
N  -2.107  -1.965  -4.850  0.30
C  -3.155  -1.319  -5.454  -0.40
C  -2.757  -0.098  -5.813  -0.58
N  -1.439  0.030  -5.405  0.31
C  -1.040  -1.149  -4.890  -0.73
C  -0.608  1.202  -5.532  -0.68
H  -1.057  -4.584  -5.863  0.35
H  -0.966  -5.194  -4.293  0.38
H  -0.137  -3.668  -4.677  0.01
H  -2.306  -3.278  -3.308  -0.08
H  -3.137  -3.807  -4.677  0.46
H  -4.107  -1.802  -5.595  0.52
H  -3.234  0.757  -6.261  0.56
H  -0.058  -1.335  -4.493  0.62
H  0.151  1.110  -6.310  0.38
H  -0.079  1.432  -4.607  0.13
H  -1.182  2.095  -5.769  0.35
C  -5.462  -0.498  0.047  -0.95
C  -5.046  -1.088  1.407  -0.18
N  -5.898  -2.165  1.925  0.41
C  -6.708  -2.226  3.038  -0.37
C  -7.251  -3.471  3.013  -0.64
N  -6.736  -4.201  1.986  0.19
C  -5.900  -3.355  1.331  -0.51
C  -7.002  -5.570  1.591  -0.89
H  -4.634  -0.487  -0.660  0.02
H  -5.938  0.472  0.125  0.36
H  -6.115  -1.225  -0.449  0.40
H  -5.032  -0.288  2.147  0.19
H  -4.023  -1.465  1.374  0.14
H  -6.939  -1.346  3.610  0.64
H  -7.982  -3.866  3.702  0.47
H  -5.334  -3.593  0.445  0.61
H  -7.673  -6.044  2.314  0.36
H  -6.089  -6.146  1.714  0.36
H  -7.592  -5.656  0.682  0.35
C  -0.804  2.851  2.793  -0.49
C  0.031  4.102  2.761  -0.83
N  -0.004  4.732  1.429  0.33
C  0.390  6.003  1.134  -0.96
C  0.356  6.189  -0.201  -0.51
N  -0.025  4.969  -0.727  0.62
C  -0.182  4.090  0.246  -0.47
C  -0.136  4.624  -2.124  -0.66
H  -0.329  2.082  2.174  -0.08
H  -1.779  3.011  2.330  0.64
H  -0.877  2.467  3.807  0.07
H  1.070  3.979  3.064  0.44
H  -0.405  4.850  3.427  0.41
H  0.499  6.658  1.986  0.65
H  0.305  7.054  -0.840  0.60
H  -0.386  3.046  0.085  0.36
H  -0.737  5.386  -2.617  0.46
H  -0.684  3.698  -2.273  -0.01
H  0.878  4.508  -2.502  0.28
C  -3.218  1.248  5.436  -1.59
C  -2.674  0.232  4.425  0.09
N  -3.241  -1.109  4.499  0.44
C  -4.293  -1.528  5.276  -0.52
C  -4.357  -2.876  5.162  -0.58
N  -3.277  -3.270  4.409  0.23
C  -2.600  -2.174  4.019  -0.67
C  -2.970  -4.653  4.072  -0.84
H  -4.258  1.524  5.282  0.44
H  -2.667  2.134  5.111  0.39
H  -2.957  1.085  6.479  0.39
H  -1.591  0.269  4.321  0.35
H  -2.939  0.598  3.426  0.09
H  -5.004  -0.919  5.808  0.54
H  -5.019  -3.627  5.557  0.56
H  -1.625  -2.256  3.572  0.70
H  -2.723  -4.775  3.021  0.30
H  -3.781  -5.333  4.323  0.33
H  -2.129  -4.984  4.683  0.39
C  -0.419  -4.935  -0.363  -0.75
C  0.683  -5.779  -0.952  -0.71
N  1.374  -5.215  -2.122  0.55
C  1.518  -3.901  -2.458  0.97
C  2.324  -3.818  -3.542  -1.40
N  2.504  -5.119  -4.006  0.25
C  1.935  -5.924  -3.098  -0.45
C  3.371  -5.471  -5.125  -0.91
H  -0.107  -3.903  -0.180  0.11
H  -0.592  -5.446  0.586  0.36
H  -1.367  -4.788  -0.882  0.34
H  0.255  -6.711  -1.331  0.39
H  1.414  -6.071  -0.201  0.26
H  1.065  -3.192  -1.786  -0.11
H  2.671  -3.007  -4.158  0.51
H  1.823  -6.977  -3.307  0.58
H  2.789  -5.758  -6.003  0.35
H  3.969  -6.334  -4.844  0.37
H  3.965  -4.622  -5.446  0.33
C  -2.942  1.821  -2.697  0.06
C  -3.384  2.946  -1.769  0.30
O  -3.388  4.102  -2.230  -0.74
O  -3.591  2.682  -0.544  -0.65
H  -3.429  0.850  -2.539  0.12
H  -1.881  1.664  -2.464  -0.42
H  -3.116  1.930  -3.769  0.38
P  4.491  -3.755  0.182  1.24
F  3.826  -4.795  -0.793  -0.38
F  4.221  -2.531  -0.904  -0.43
F  3.074  -3.327  0.907  -0.33
F  5.160  -2.694  1.241  -0.38
F  4.748  -4.961  1.236  -0.39
F  5.947  -3.908  -0.491  -0.41

## Properties
HOMO = -13.91 eV
charge = +4
relative energy (zero: lowest compared OMol25 entry of this formula, charge and spin) = 282.6 kJ/mol
orbital gap = 6.28 eV



Entry 2:
Computed, not measured: a molecular structure, C26H24AsBr2CrNO2S4 in a non-equilibrium geometry, with ωB97M-V/def2-TZVPD.

Each line ends with the Mulliken charge.
Element x y z (Å)
Cr  0.498  0.991  -0.310  0.32
C  1.759  4.161  0.355  -1.26
C  0.304  3.972  0.877  0.61
C  -0.366  4.982  1.590  -1.00
C  -1.640  4.779  2.017  -0.75
C  -2.300  3.589  1.710  0.67
C  -3.569  3.187  2.182  -0.01
Br  -4.437  4.363  3.340  -0.24
C  -4.191  2.046  1.758  -0.61
C  -3.509  1.165  0.915  -0.14
Br  -4.382  -0.375  0.246  -0.18
C  -2.174  1.356  0.554  -0.50
O  -1.517  0.530  -0.168  0.50
C  -1.591  2.645  0.988  0.39
N  -0.263  2.824  0.584  0.23
H  1.913  5.216  0.197  0.46
H  1.848  3.690  -0.646  0.10
H  2.559  3.773  0.969  0.22
H  0.155  5.899  1.760  0.51
H  -2.245  5.515  2.545  0.34
H  -5.227  1.853  2.059  0.40
O  1.250  -0.706  -0.553  -0.21
C  1.251  -1.737  0.396  4.22
C  1.019  -1.178  1.762  -0.78
C  0.113  -1.429  2.705  -0.63
C  0.067  -0.520  3.748  -0.93
C  0.935  0.502  3.599  -0.54
S  1.864  0.280  2.166  -0.07
C  0.204  -2.804  0.155  -1.24
C  -1.127  -2.604  0.087  -0.22
C  -1.838  -3.816  -0.114  -1.04
C  -1.002  -4.904  -0.156  -0.46
S  0.597  -4.468  -0.014  -0.15
C  2.645  -2.417  0.435  -1.18
C  3.360  -2.938  1.475  -0.12
C  4.645  -3.414  1.141  -0.75
C  4.859  -3.296  -0.184  -0.47
S  3.602  -2.509  -1.032  -0.09
H  -0.471  -2.284  2.700  0.76
H  -0.482  -0.674  4.650  0.49
H  1.080  1.370  4.195  0.53
H  -1.596  -1.668  0.229  0.61
H  -2.903  -3.974  -0.156  0.41
H  -1.289  -5.937  -0.231  0.46
H  3.003  -2.964  2.502  0.45
H  5.287  -3.873  1.855  0.45
H  5.829  -3.368  -0.680  0.39
C  -1.221  -1.091  -2.693  -0.60
As  0.022  0.057  -3.574  0.83
C  1.435  -1.161  -4.065  -0.86
C  -0.943  0.804  -5.116  -1.16
S  0.794  1.857  -2.614  -0.68
H  -1.861  -1.562  -3.400  0.60
H  -1.900  -0.481  -2.112  0.05
H  -0.621  -1.773  -2.165  -0.02
H  1.020  -2.110  -4.435  0.39
H  1.926  -1.351  -3.115  -0.06
H  2.175  -0.886  -4.803  0.42
H  -1.286  0.055  -5.762  0.43
H  -0.275  1.440  -5.684  0.37
H  -1.788  1.373  -4.660  0.33

## Properties
HOMO (spin up / spin down) = -7.19 / -7.43 eV
multiplicity = 5
relative energy (zero: lowest compared OMol25 entry of this formula, charge and spin) = 0.0 kJ/mol
orbital gap (spin up / spin down) = 7.17 / 7.33 eV



Among the records above, which one has the highest relative energy (zero: lowest compared OMol25 entry of this formula, charge and spin)? C48H80BF6N14O10P